Entry 1:
Computed, not measured: a molecular structure, C9H6N4PtS2Se2Te2, with wB97M-V/def2-TZVPD.

Last column: Löwdin charge in e.
Positions of all 26 atoms, in Å:
Pt1 -0.05344 -0.09795 0.69464  -0.13
Te1 0.99848 0.83378 2.94848  0.07
Te2 2.41667 -0.73894 1.18315  0.07
Se1 3.18823 0.98864 -0.39282  -0.47
Se2 0.13169 -0.74428 4.62684  -0.49
S1 -1.77620 1.47350 0.69195  0.40
S2 -0.95182 -1.67774 -0.72117  0.46
N1 -3.01606 -2.39789 -3.96876  0.14
N2 -6.30362 0.40257 1.36306  0.06
N3 -2.66425 -1.25808 -0.58120  -0.44
N4 -3.38022 1.91328 -4.13735  0.13
C1 -3.09900 1.16867 -0.55734  -0.64
C2 -3.19946 0.99557 -3.46411  -0.21
C3 -3.00315 -0.17190 -2.66838  -0.21
C4 -4.28042 -0.91603 1.24974  -0.05
C5 -4.49128 1.19711 0.00132  -0.09
C6 -4.99574 0.26917 0.83114  -0.36
C7 -2.92866 -0.10970 -1.30596  -0.32
C8 -2.98257 -1.41370 -3.37223  -0.23
C9 -3.22496 -1.49590 0.65235  -0.19
H1 -3.02300 1.97885 -1.28126  0.07
H2 -4.58723 -1.36561 2.18776  0.10
H3 -5.12390 2.02294 -0.30942  0.10
H4 -2.71991 -2.30983 1.15594  0.10
H5 -6.40079 -0.08945 2.23962  0.06
H6 -6.56233 1.37067 1.48817  0.07

Cartesian forces (eV/Å) of the 2 atoms listed first:
-0.38 0.11 0.61
-0.06 -0.16 -0.23

Calculated values
- Charge: -2
- Calculated total energy: -6820.29392 a.u.



Entry 2:
Computed, not measured: a molecular structure, C9H70NO27 in a non-equilibrium geometry, with wB97M-V/def2-TZVPD.

Last column: Löwdin charge in e.
Positions of all 107 atoms, in Å:
O1 1.15040 0.77223 -3.59636  -0.07
O2 3.00735 -1.71047 2.93728  0.03
O3 -2.01133 -0.58076 1.83815  -0.04
O4 -1.82793 1.22939 0.04366  -0.23
O5 -4.29617 -2.47747 -0.54152  -0.12
O6 -1.03313 -2.55338 1.81248  0.00
O7 -0.27836 3.42991 2.38510  -0.08
O8 -3.08079 -2.91914 0.94665  0.04
O9 -0.50310 3.60690 0.21601  0.01
O10 3.76435 -1.19062 -0.62881  -0.02
O11 -0.52840 -0.07159 -4.43263  -0.08
O12 -0.28205 -4.51365 0.22974  -0.04
O13 -4.16541 -0.48028 1.10370  -0.09
O14 -2.59334 2.24558 1.67089  -0.04
O15 1.76617 -1.24239 -3.06628  -0.04
O16 1.75900 3.49528 1.25241  -0.07
O17 0.87953 -2.51336 3.02032  -0.05
O18 2.08864 3.07808 -1.56252  0.00
O19 -3.78482 0.55602 -0.65338  0.00
O20 -3.04790 -0.74915 -3.14630  -0.07
O21 0.32374 2.69696 -3.01900  0.04
O22 3.77115 2.53406 0.54533  -0.05
O23 2.95082 1.41332 -2.62178  0.05
O24 -1.34608 2.68360 -1.61943  0.00
O25 2.39181 2.17493 3.50056  -0.04
O26 1.77827 -4.51844 0.00521  0.11
O27 -0.42289 -0.62411 3.76047  -0.07
N1 -0.88027 0.10576 0.20122  0.00
C1 1.27943 -1.83710 -0.20596  -0.14
C2 -1.04948 -1.00325 -0.84965  -0.22
C3 0.39702 1.21284 2.08114  -0.01
C4 -2.45254 -1.59606 -0.84761  -0.13
C5 1.27109 -0.78848 0.91599  -0.10
C6 -0.10487 -2.22234 -0.59454  -0.12
C7 -0.68558 -0.50107 -2.32025  -0.06
C8 0.54244 0.50934 0.63671  -0.19
C9 1.36796 1.50172 -0.37003  0.00
H1 0.04066 2.23199 1.93139  -0.05
H2 1.85512 -1.48536 -1.06209  0.07
H3 -0.38105 0.87199 2.76416  0.09
H4 1.42760 -0.42416 -3.42974  -0.13
H5 1.80988 -3.71471 -0.51369  0.06
H6 0.86000 -1.34849 1.75592  0.07
H7 -1.15576 3.09363 -0.77569  -0.09
H8 2.54337 -4.46460 0.57790  0.12
H9 2.21100 -0.45001 1.35199  0.09
H10 1.80529 1.44092 3.68346  0.02
H11 2.32893 1.80009 0.04902  0.07
H12 0.23894 0.06345 -2.44146  0.06
H13 -0.81410 -3.00042 0.99492  0.02
H14 -0.20320 -2.49948 2.28634  -0.05
H15 3.33574 -2.25806 2.22417  0.08
H16 -2.36435 1.37309 1.35064  -0.03
H17 3.68941 2.12862 1.40857  0.04
H18 0.00341 3.77343 3.23294  0.15
H19 -0.50938 -3.03826 0.00442  0.01
H20 -4.07880 1.44957 -0.47625  0.10
H21 -1.50880 0.15185 -2.61028  0.09
H22 -2.85152 0.56389 -0.44095  -0.07
H23 2.57466 3.78297 -1.13457  0.14
H24 0.86814 3.50583 1.60244  -0.04
H25 0.67374 -4.46263 0.22009  -0.21
H26 1.67537 0.78775 -1.13414  0.11
H27 -4.10217 -1.78513 -1.17338  0.00
H28 -3.25573 -0.53014 1.39736  -0.11
H29 -1.15651 -0.63715 3.14575  -0.01
H30 -0.82934 2.67784 2.60197  0.09
H31 -2.50836 -2.63566 -1.17043  0.15
H32 3.67710 -0.58168 0.10454  0.04
H33 -1.77895 -1.50090 1.96286  -0.05
H34 -0.68095 2.99876 0.93349  0.03
H35 -3.51714 -2.52155 0.01292  -0.26
H36 0.78214 2.37291 -0.66317  0.10
H37 -1.00781 1.79218 -1.53480  0.05
H38 1.82853 -2.42392 3.10759  -0.03
H39 -2.91365 -1.54521 0.13874  0.07
H40 -0.87139 4.43986 0.51056  0.13
H41 0.55347 -2.50025 3.92018  0.12
H42 0.89978 3.21446 -2.45631  0.03
H43 2.98056 0.70616 -1.97737  0.05
H44 1.39760 -1.28367 -2.18385  -0.04
H45 -2.50828 2.81254 0.90436  0.04
H46 -2.34709 -0.74541 -2.49431  -0.05
H47 -3.16871 -1.16357 -1.54629  0.06
H48 2.59442 2.16074 -2.14160  -0.14
H49 1.86318 2.78093 2.98138  0.00
H50 0.32010 -0.95299 3.25446  -0.02
H51 -2.77729 -0.09762 -3.79323  0.05
H52 2.04332 1.07930 -3.43938  -0.04
H53 0.15955 0.41273 -3.97613  -0.20
H54 3.96408 -2.03242 -0.21928  0.05
H55 -4.10543 -0.27920 0.16979  -0.16
H56 -2.22619 -2.64793 1.28182  -0.04
H57 -1.39717 -0.26590 1.17490  -0.18
H58 -0.54135 -4.32943 -0.67306  0.07
H59 -0.42907 0.17878 -5.35115  0.07
H60 2.69167 -0.91705 2.50477  0.03
H61 1.88230 -2.71602 0.02238  0.07
H62 -0.07121 -2.76243 -1.54073  0.15
H63 1.56961 2.68430 -0.86127  -0.13
H64 2.04760 4.40653 1.30318  0.12
H65 -0.41265 2.45986 -2.45532  -0.09
H66 2.94326 2.99744 0.41846  -0.04
H67 -3.12146 -3.85865 1.12516  0.14
H68 0.60365 1.54684 -3.46492  -0.05
H69 -0.54372 -1.32309 -3.02185  0.12
H70 1.28067 1.28913 2.71473  0.03

Cartesian forces (eV/Å) of the 2 atoms listed first:
3.47 1.22 -2.45
2.84 -0.05 0.85

Calculated values
- Charge: -1
- Calculated total energy: -2469.40195 a.u.



Entry 3:
Computed, not measured: a molecular structure, C9H7BeN2O5 in a non-equilibrium geometry, with wB97M-V/def2-TZVPD.

Last column: Löwdin charge in e.
Positions of all 24 atoms, in Å:
O1 -1.37596 1.25955 -3.76717  0.17
O2 -2.91191 -1.20522 -0.41113  0.24
O3 -3.32946 4.54475 -0.46235  -0.13
O4 -1.29663 -1.94934 -2.84435  0.22
O5 1.43743 1.46706 -2.36932  0.24
N1 0.12991 -0.41946 1.22316  -0.04
N2 1.83654 -1.08830 2.37643  0.13
C1 -2.46562 4.88657 -1.35527  0.13
C2 -0.11075 -0.07077 2.55254  -0.09
C3 0.44127 0.84552 -2.49283  0.04
C4 -0.97809 0.43607 -2.90876  -0.31
C5 1.34411 -0.96448 1.13372  -0.34
C6 -1.95401 -0.65488 -0.88052  -0.09
C7 0.92762 -0.53032 3.29167  -0.02
C8 -1.40451 -0.81970 -2.32344  -0.26
C9 2.00955 -1.38804 -0.11746  0.03
Be1 -0.59746 0.42880 -0.04367  0.33
H1 -1.02119 1.26787 0.92619  0.03
H2 -1.01079 0.45477 2.83418  0.11
H3 2.20180 -0.52048 -0.76927  0.08
H4 1.34681 -2.07899 -0.66332  0.10
H5 2.95591 -1.88366 0.12504  0.10
H6 2.72979 -1.52590 2.59413  0.18
H7 1.09565 -0.49141 4.35183  0.13

Cartesian forces (eV/Å) of the 2 atoms listed first:
-0.15 -2.09 1.98
2.73 1.84 -1.25

Calculated values
- Charge: +1
- Calculated total energy: -847.12613 a.u.



Entry 4:
Computed, not measured: a gas-phase ion, C9H7FNO3S (charge -1) in a non-equilibrium geometry, with wB97M-V/def2-TZVPD.

Last column: Löwdin charge in e.
Positions of all 22 atoms, in Å:
S1 5.74471 0.68427 0.01212  0.66
F1 4.75001 -2.70798 0.09261  0.06
O1 5.83280 1.25041 -1.38510  -0.59
O2 5.44797 1.64539 1.11840  -0.60
O3 -1.36023 1.01190 -0.20388  -0.09
N1 2.49459 -1.98805 0.04108  0.12
C1 2.74494 0.20760 0.04794  -0.19
C2 1.78123 -0.84889 -0.04998  -0.23
C3 4.04979 -0.29165 0.14365  -0.17
C4 0.44214 -0.64486 -0.16643  0.01
C5 2.20964 1.51372 0.16850  0.00
C6 3.83488 -1.71498 0.10541  -0.27
C7 0.86667 1.69008 0.21322  -0.05
C8 -0.01499 0.65444 -0.05768  -0.28
C9 -2.21663 0.03726 0.31043  -0.14
H1 0.51845 2.63208 0.41922  0.08
H2 -3.01687 0.62669 0.83021  0.10
H3 2.06777 -2.88416 -0.01700  0.15
H4 2.99202 2.37342 0.39998  0.16
H5 -1.72240 -0.74302 0.83373  0.05
H6 -0.19237 -1.47410 -0.46549  0.12
H7 -2.70697 -0.67643 -0.39785  0.09

Cartesian forces (eV/Å) of the 2 atoms listed first:
0.07 -0.72 0.01
-0.88 0.26 0.08

Calculated values
- Charge: -1
- Calculated total energy: -1125.66997 a.u.



Entry 5:
Computed, not measured: a molecular structure, C9H7I2NO2 in a non-equilibrium geometry, with wB97M-V/def2-TZVPD.

Last column: Löwdin charge in e.
Positions of all 21 atoms, in Å:
I1 3.04772 -0.47873 -3.09715  0.53
I2 0.47412 -2.79648 -4.31672  0.87
O1 0.72796 -1.83409 -1.53922  -0.07
O2 -1.08016 1.69076 3.02207  0.07
N1 -0.14474 -0.09421 -2.99280  0.08
C1 0.04973 -0.34989 3.45266  0.01
C2 -0.67880 1.47812 -1.09869  0.00
C3 -0.35719 0.23634 -1.71465  -0.26
C4 0.90830 -1.46941 -2.74864  -1.17
C5 -0.42357 0.56013 1.10169  -0.16
C6 -0.71916 1.65240 0.27646  -0.02
C7 0.02942 -0.63724 0.50711  0.07
C8 0.09422 -0.81606 -0.86947  -0.18
C9 -0.48902 0.73332 2.56063  -0.41
H1 -0.80711 -0.88452 3.80837  0.09
H2 0.42427 -1.10158 2.75351  0.05
H3 -0.99288 2.58206 0.86662  0.14
H4 0.03058 0.58931 -3.59061  0.05
H5 0.29897 -1.44343 1.13116  0.10
H6 -1.00764 2.35253 -1.79203  0.14
H7 0.61500 0.03066 4.27968  0.09

Cartesian forces (eV/Å) of the 2 atoms listed first:
-0.90 -0.58 0.28
0.13 -0.31 0.14

Calculated values
- Calculated total energy: -1147.69033 a.u.



Entry 6:
Computed, not measured: C9H7N3O2 in the gas phase in a non-equilibrium geometry, with wB97M-V/def2-TZVPD.

Last column: Löwdin charge in e.
Positions of all 21 atoms, in Å:
O1 -0.34550 -1.23515 2.64149  0.02
O2 -2.54158 -1.11529 3.22643  0.06
N1 -3.48196 1.20689 -0.01727  0.04
N2 -2.75750 1.54379 -0.96000  -0.09
N3 -1.67862 -0.71419 2.48367  -0.23
C1 1.51339 -1.51172 1.09970  0.03
C2 -0.46809 0.00994 0.64495  -0.08
C3 -1.73269 0.00529 1.33712  -0.12
C4 0.48846 -0.57493 1.65935  -0.25
C5 -2.39680 2.20708 -1.87959  0.13
C6 1.99865 -0.96804 -0.09123  -0.10
C7 -3.03946 0.51132 1.04605  -0.05
C8 1.38341 -0.00574 -0.83360  -0.09
C9 0.09511 0.36746 -0.55391  -0.05
H1 1.05018 0.40068 2.19969  0.22
H2 -0.54562 0.95026 -1.21593  0.08
H3 -1.89912 2.29935 -2.82027  0.06
H4 2.06283 -2.27276 1.56282  0.09
H5 1.57338 0.22536 -1.78898  0.07
H6 2.73705 -1.55005 -0.66680  0.12
H7 -3.91373 0.10231 1.68510  0.14

Cartesian forces (eV/Å) of the 2 atoms listed first:
0.01 0.32 0.11
-0.44 -0.15 0.58

Calculated values
- 2S+1: 3
- Calculated total energy: -661.55574 a.u.